Entry 1:
{
  "formula": "C25H46AlFNO14",
  "method": "ωB97M-V/def2-TZVPD",
  "species": ["C", "C", "O", "C", "O", "Al", "C", "C", "C", "C", "N", "C", "C", "F", "H", "H", "H", "H", "H", "H", "H", "H", "H", "H", "H", "H", "H", "H", "H", "H", "H", "H", "H", "H", "H", "H", "C", "C", "C", "O", "C", "O", "O", "H", "H", "H", "H", "H", "H", "C", "C", "C", "O", "C", "O", "O", "H", "H", "H", "H", "H", "H", "C", "C", "C", "O", "C", "O", "O", "H", "H", "H", "H", "H", "H", "C", "C", "C", "O", "C", "O", "O", "H", "H", "H", "H", "H", "H"],
  "xyz": [[-2.552689, -0.760028, -3.546322], [-2.077442, 0.385721, -2.663042], [-2.246922, 1.638756, -3.305236], [-0.603354, 0.158786, -2.266260], [0.161015, 1.290396, -2.045335], [0.065732, 2.201381, -0.499933], [0.067761, 0.974974, 1.115842], [0.762444, -0.393811, 0.975126], [-0.023107, -1.592036, 1.514887], [-1.485438, -1.689437, 1.057683], [-1.721771, -2.945117, 0.316065], [-1.557242, 3.425672, -0.265352], [-2.820805, 2.816675, 0.328590], [-1.951339, 4.146491, -1.446379], [-2.478573, -1.694039, -2.996432], [-1.948241, -0.798109, -4.454475], [-3.609916, -0.601896, -3.780298], [-2.700515, 0.351789, -1.758588], [-2.700814, 1.492562, -4.138869], [-0.630438, -0.496321, -1.382627], [-0.142581, -0.439992, -3.070206], [1.392869, 3.169247, -0.447727], [-0.949918, 0.858572, 1.507080], [0.604033, 1.546692, 1.877520], [1.033517, -0.599124, -0.066674], [1.711887, -0.364660, 1.513700], [0.011911, -1.569839, 2.608202], [0.465625, -2.523626, 1.212729], [-2.153747, -1.695896, 1.921949], [-1.762215, -0.810315, 0.470370], [-2.690996, -2.959065, 0.010959], [-1.182116, -2.930875, -0.544267], [-1.224815, 4.213969, 0.426064], [-3.702124, 3.372941, -0.003851], [-2.967936, 1.768271, 0.054204], [-2.784344, 2.861611, 1.419809], [2.029755, 5.355218, 2.873071], [2.365116, 4.237421, 3.824094], [3.845735, 4.002567, 4.059678], [3.900796, 2.596480, 4.331553], [2.835365, 2.018983, 3.707119], [2.695161, 0.853451, 3.533978], [1.974060, 2.963989, 3.288071], [2.622853, 6.236242, 3.118506], [2.248488, 5.051057, 1.848883], [0.973317, 5.613734, 2.924099], [1.849061, 4.366939, 4.780670], [4.249717, 4.556800, 4.902493], [4.434928, 4.215658, 3.164618], [6.256384, 4.964513, -1.049050], [6.352251, 6.170906, -0.150877], [7.562977, 6.216379, 0.766895], [7.064491, 6.922688, 1.910430], [5.722626, 6.743895, 1.954753], [5.020595, 7.023256, 2.872834], [5.283411, 6.180773, 0.813020], [7.214688, 4.788772, -1.540597], [5.988734, 4.084394, -0.464677], [5.496542, 5.101371, -1.815253], [6.275573, 7.098368, -0.724830], [8.413465, 6.749942, 0.352124], [7.868539, 5.215062, 1.080217], [-2.182769, -4.816706, 4.245528], [-2.787597, -6.002158, 3.538818], [-3.371387, -5.695619, 2.175341], [-4.438177, -6.652199, 2.072642], [-4.823806, -6.986960, 3.322974], [-5.797092, -7.620412, 3.586007], [-3.952308, -6.502171, 4.234162], [-1.540258, -4.266545, 3.555830], [-2.972389, -4.152465, 4.597009], [-1.588106, -5.125176, 5.103738], [-2.074721, -6.828435, 3.474230], [-2.664350, -5.823203, 1.361701], [-3.788529, -4.687686, 2.134474], [-2.276772, -5.433939, -7.261188], [-2.403036, -5.544618, -5.762873], [-3.716804, -5.050559, -5.180953], [-3.325465, -4.580793, -3.891490], [-2.011862, -4.242223, -3.943654], [-1.438904, -3.637779, -3.101986], [-1.464151, -4.678887, -5.103224], [-3.175895, -5.822533, -7.741875], [-2.145011, -4.389751, -7.544341], [-1.421085, -5.997059, -7.629117], [-2.197602, -6.564188, -5.424696], [-4.471707, -5.824691, -5.073647], [-4.122239, -4.212423, -5.754136]],
  "forces_ev_per_a": [[-0.3, 0.4, 0.4], [0.1, -0.2, -0.1], [0.0, 0.0, -0.1], [0.2, 0.0, -0.2], [-0.4, 0.0, 0.5], [0.3, 0.1, -0.1], [0.0, 0.0, -0.1], [0.1, 0.0, -0.1], [-0.1, 0.0, 0.1], [0.0, -0.1, 0.0], [-0.2, 0.0, 0.0], [0.0, 0.0, 0.1], [0.0, -0.1, 0.0], [0.1, 0.0, 0.0], [0.1, 0.0, -0.1], [0.0, -0.1, -0.1], [0.0, -0.1, -0.2], [0.0, 0.3, 0.1], [0.0, 0.0, 0.0], [0.0, -0.1, 0.0], [0.1, 0.1, 0.0], [0.0, 0.0, -0.1], [0.0, 0.0, 0.0], [-0.1, 0.0, 0.1], [-0.1, 0.0, -0.1], [0.0, 0.0, 0.0], [0.0, 0.0, 0.0], [0.1, 0.0, 0.0], [0.0, 0.0, 0.0], [0.1, 0.1, 0.0], [0.0, 0.0, -0.1], [0.1, 0.0, 0.0], [0.0, 0.1, 0.0], [0.0, 0.1, 0.0], [0.0, 0.0, -0.1], [0.0, -0.1, 0.0], [-0.1, 0.0, -0.1], [0.1, 0.1, 0.0], [0.0, 0.1, 0.0], [0.0, 0.0, -0.1], [-0.1, 0.1, -0.3], [0.2, -0.1, 0.3], [-0.1, 0.0, 0.2], [0.0, 0.0, 0.0], [0.1, 0.0, 0.0], [0.0, 0.0, 0.0], [0.0, 0.0, 0.0], [0.0, 0.0, 0.0], [0.0, 0.0, 0.0], [-0.1, 0.0, 0.0], [0.1, 0.0, 0.0], [0.0, 0.0, 0.0], [0.0, 0.0, 0.0], [-0.2, -0.2, -0.1], [0.2, 0.1, 0.2], [-0.1, 0.1, 0.0], [0.0, 0.0, 0.0], [0.1, 0.0, 0.0], [0.0, 0.0, 0.0], [0.0, 0.0, 0.0], [0.0, 0.1, 0.0], [0.0, 0.0, 0.0], [0.0, 0.0, 0.1], [0.0, 0.1, -0.1], [0.1, 0.1, 0.0], [0.0, 0.0, 0.0], [0.0, 0.0, 0.0], [0.0, 0.0, 0.0], [0.1, -0.1, 0.0], [0.0, 0.0, 0.0], [0.0, 0.0, -0.1], [0.0, 0.0, 0.0], [0.0, 0.0, 0.0], [-0.1, 0.0, -0.1], [0.0, 0.0, 0.0], [0.1, 0.1, 0.0], [-0.1, 0.0, 0.0], [0.0, 0.0, 0.0], [0.0, 0.0, 0.0], [-0.1, 0.0, 0.0], [0.2, -0.3, 0.1], [0.1, -0.1, 0.0], [0.0, 0.0, 0.0], [-0.1, 0.0, 0.0], [0.0, 0.0, 0.0], [0.0, 0.0, 0.0], [0.0, 0.0, 0.1], [0.0, 0.0, 0.0]],
  "lowdin_charge": [-0.06, -0.42, -0.02, -0.28, -0.22, 0.29, -0.22, -0.28, -0.21, -0.29, -0.01, -0.39, -0.13, -0.16, 0.05, 0.09, 0.08, 0.12, 0.07, 0.09, 0.12, -0.06, 0.04, 0.02, 0.08, 0.08, 0.10, 0.10, 0.10, 0.08, 0.06, 0.04, 0.06, 0.06, 0.04, 0.06, -0.01, -0.32, -0.10, 0.05, -0.56, 0.16, 0.07, 0.07, 0.09, 0.08, 0.15, 0.14, 0.13, -0.01, -0.32, -0.09, 0.06, -0.57, 0.15, 0.08, 0.09, 0.10, 0.09, 0.16, 0.13, 0.14, -0.02, -0.32, -0.09, 0.06, -0.58, 0.15, 0.08, 0.09, 0.09, 0.08, 0.16, 0.13, 0.13, -0.02, -0.33, -0.10, 0.06, -0.56, 0.16, 0.09, 0.09, 0.09, 0.08, 0.16, 0.14, 0.14],
  "max_force_ev_per_a": 0.63,
  "charge": -1,
  "homo_lumo_gap_ev": 6.253,
  "e_homo_ev": -4.260
}

***

Entry 2:
{
  "formula": "C25H46B2F4N2O4",
  "method": "ωB97M-V/def2-TZVPD",
  "species": ["C", "C", "C", "C", "C", "C", "C", "C", "C", "C", "C", "C", "O", "O", "C", "C", "C", "C", "C", "C", "C", "B", "N", "O", "N", "C", "O", "C", "C", "C", "C", "C", "H", "H", "H", "H", "H", "H", "H", "H", "H", "H", "H", "H", "H", "H", "H", "H", "H", "H", "H", "H", "H", "H", "H", "H", "H", "H", "H", "H", "H", "H", "H", "H", "H", "H", "H", "H", "H", "H", "H", "H", "H", "H", "H", "H", "H", "H", "B", "F", "F", "F", "F"],
  "xyz": [[6.390603, -3.912665, -0.356574], [6.437325, -2.389547, -0.260870], [5.313552, -1.728395, 0.578715], [4.039190, -2.551611, 0.710211], [2.863629, -1.726558, 1.245138], [2.429781, -0.600448, 0.287871], [2.530520, 0.798455, 0.919160], [2.871566, 1.905210, -0.074262], [1.717289, 2.346565, -1.022828], [0.321672, 2.051355, -0.543348], [-0.499053, 1.195867, -1.270808], [-0.014210, 0.589045, -2.562130], [0.617141, -0.428010, -2.610064], [-0.361371, 1.355407, -3.590050], [-0.746513, 0.694042, -4.814020], [-1.787573, 0.850980, -0.841515], [-2.594999, -0.067707, -1.690848], [-2.331637, -1.609609, -1.513227], [-3.662839, -2.374623, -1.564846], [-1.480923, -1.969385, -0.295186], [-2.252943, 1.413092, 0.328855], [-3.745464, 1.067797, 0.816825], [-4.163748, -0.316180, 1.009739], [-4.638212, 2.067313, 1.076719], [-1.445907, 2.279558, 1.019959], [-1.904757, 2.828064, 2.312877], [-1.218125, 2.195463, 3.343220], [-1.792026, 0.969253, 3.804646], [-0.856607, -0.208022, 3.586012], [-1.634849, -1.521771, 3.660836], [-0.191351, 2.609439, 0.621513], [0.631857, 3.541660, 1.454894], [6.252658, -4.376494, 0.618837], [7.299825, -4.295750, -0.818466], [5.572690, -4.235391, -1.002240], [6.442067, -1.955370, -1.262151], [7.402620, -2.126374, 0.177070], [5.103036, -0.765928, 0.108478], [5.737340, -1.537972, 1.567068], [3.747180, -2.985776, -0.248217], [4.221166, -3.364603, 1.415281], [2.035905, -2.414350, 1.429859], [3.144190, -1.325934, 2.223917], [1.375784, -0.779828, 0.072338], [2.982497, -0.653294, -0.649587], [3.329407, 0.777665, 1.665537], [1.612682, 0.991157, 1.478396], [3.664517, 1.519750, -0.716602], [3.280400, 2.774174, 0.440520], [1.790015, 3.428453, -1.161120], [1.884769, 1.916446, -2.004818], [-1.426168, 1.363580, -5.329162], [0.125260, 0.471774, -5.426266], [-1.273391, -0.235140, -4.605783], [-2.391298, 0.154464, -2.735064], [-3.662353, 0.107397, -1.592299], [-1.784095, -1.925395, -2.402127], [-3.581639, -3.329745, -1.045028], [-4.489151, -1.821723, -1.126250], [-3.930789, -2.593526, -2.597714], [-1.797107, -1.454347, 0.611007], [-1.589361, -3.038342, -0.100304], [-0.422839, -1.813061, -0.506776], [-4.975939, -0.479962, 0.417680], [-4.493989, -0.447803, 1.962371], [-4.397266, 2.909963, 0.671267], [-2.976311, 2.715780, 2.415681], [-1.670898, 3.884974, 2.380119], [-1.961692, 1.084267, 4.877497], [-2.772489, 0.773701, 3.359807], [-0.364705, -0.134016, 2.613466], [-0.092699, -0.226891, 4.363077], [-2.363131, -1.592834, 2.850977], [-0.969871, -2.379771, 3.588103], [-2.177469, -1.597429, 4.605107], [0.906896, 3.047213, 2.385904], [0.071637, 4.429572, 1.744238], [1.504443, 3.879357, 0.911872], [-4.570877, 1.670202, -3.895452], [-4.698581, 0.263815, -3.825042], [-4.122756, 2.117418, -2.610795], [-3.586326, 1.989605, -4.851498], [-5.784812, 2.262283, -4.209330]],
  "forces_ev_per_a": [[-0.2, 0.1, -0.3], [0.1, 0.0, 0.1], [0.6, -0.3, -0.4], [-0.2, 0.3, 0.3], [0.3, -0.3, -0.1], [-0.6, 0.0, 0.7], [0.6, -0.3, 0.0], [-0.4, -0.2, -0.2], [0.3, 0.5, 0.3], [-0.1, -0.4, -0.3], [0.0, 0.1, 0.3], [0.3, 0.3, -0.1], [-0.2, -0.3, -0.1], [-0.6, 0.0, 0.2], [0.3, -0.2, -0.6], [0.4, 0.1, -0.3], [-0.2, -1.0, -0.1], [-0.1, 0.3, 0.1], [0.1, -0.1, -0.1], [-0.1, -0.4, -0.2], [-0.1, 0.1, 0.2], [-0.3, 0.1, 0.0], [0.2, 0.2, 0.2], [0.2, 0.0, -0.4], [-0.2, 0.2, -0.5], [0.4, -0.2, 0.7], [-0.3, 0.2, 0.1], [0.3, -0.2, 0.4], [-0.3, -0.4, 0.0], [-0.1, 0.1, 0.0], [0.1, 0.0, -0.1], [-0.4, 0.1, 0.2], [0.1, -0.1, 0.0], [0.1, 0.0, 0.1], [-0.1, -0.1, 0.1], [0.0, -0.1, -0.1], [0.0, 0.2, 0.0], [-0.1, 0.1, 0.2], [-0.3, 0.1, 0.1], [0.1, 0.0, 0.0], [0.0, -0.2, -0.2], [-0.1, 0.1, 0.0], [0.0, 0.1, 0.0], [0.1, 0.1, -0.5], [0.0, 0.0, -0.1], [0.0, 0.0, 0.0], [0.0, 0.1, 0.0], [0.1, 0.1, 0.1], [0.0, 0.0, 0.1], [0.0, 0.0, -0.1], [-0.2, -0.1, -0.1], [0.0, 0.1, 0.1], [0.1, 0.0, 0.1], [0.0, 0.0, 0.2], [-0.2, 0.3, 0.0], [0.1, 0.2, 0.1], [0.2, 0.0, 0.1], [0.0, 0.0, 0.0], [0.0, 0.0, 0.0], [-0.1, 0.1, 0.0], [0.1, 0.1, 0.0], [0.0, 0.0, 0.0], [0.0, 0.3, 0.2], [0.0, -0.1, 0.1], [-0.1, -0.1, 0.0], [-0.1, 0.1, 0.0], [-0.1, -0.2, -0.2], [0.0, 0.0, -0.2], [-0.1, 0.1, 0.0], [0.0, 0.2, -0.3], [0.0, 0.1, 0.0], [0.2, 0.2, -0.1], [0.0, 0.0, 0.0], [0.0, 0.0, 0.0], [0.0, 0.0, 0.0], [0.2, 0.0, 0.0], [0.0, 0.1, -0.1], [0.1, -0.1, 0.0], [0.0, -0.1, 0.0], [0.0, 0.0, 0.0], [0.0, 0.2, 0.1], [0.0, 0.0, 0.1], [0.0, 0.0, 0.0]],
  "lowdin_charge": [-0.12, -0.25, -0.21, -0.23, -0.20, -0.19, -0.20, -0.17, -0.10, -0.08, 0.04, -0.49, 0.17, 0.01, 0.00, -0.07, -0.09, -0.34, -0.06, -0.06, 0.04, -0.55, 0.18, 0.18, 0.09, -0.14, -0.09, -0.18, -0.21, -0.10, -0.14, 0.02, 0.07, 0.07, 0.07, 0.10, 0.10, 0.10, 0.11, 0.12, 0.11, 0.10, 0.11, 0.08, 0.11, 0.11, 0.09, 0.11, 0.10, 0.13, 0.12, 0.09, 0.09, 0.10, 0.11, 0.10, 0.12, 0.07, 0.06, 0.08, 0.05, 0.08, 0.06, 0.09, 0.08, 0.12, 0.12, 0.14, 0.13, 0.11, 0.10, 0.11, 0.05, 0.08, 0.08, 0.11, 0.09, 0.08, -1.23, 0.08, 0.06, 0.09, 0.12],
  "max_force_ev_per_a": 1.05,
  "charge": 0,
  "homo_lumo_gap_ev": 9.189,
  "e_homo_ev": -10.369
}

***

no.,electronic energy (hartree)
1,-2430.73375
2,-1840.11540